(1)
{"formula": "C6H15O", "method": "the ωB97M-V functional and the def2-TZVPD basis", "charge": -1, "max_force_ev_per_a": 1.54, "gap_ev": 6.35, "de_lowest_kj_mol": 21.61, "homo_ev": -2.4, "symbols": ["C", "O", "C", "H", "H", "H", "H", "H", "C", "C", "C", "C", "H", "H", "H", "H", "H", "H", "H", "H", "H", "H"], "coordinates": [[0.839, -1.327, 2.144], [0.594, -0.342, 1.235], [1.009, -0.791, 3.560], [1.807, -1.831, 1.854], [0.097, -2.170, 2.097], [1.086, -1.581, 4.324], [0.241, -0.086, 3.881], [1.979, -0.283, 3.545], [-1.658, 1.258, -2.266], [-0.709, 0.581, -1.250], [-0.476, -0.858, -1.610], [0.598, 1.409, -1.177], [-1.707, 2.325, -2.030], [-1.262, 1.184, -3.282], [-2.656, 0.826, -2.181], [-1.148, 0.663, -0.258], [0.105, -1.411, -0.872], [0.045, -0.973, -2.576], [-1.425, -1.392, -1.767], [0.344, 2.448, -0.941], [1.133, 0.984, -0.322], [1.163, 1.366, -2.109]]}



(2)
{"formula": "C51H70AsN3O4PdS3SiTe", "method": "the ωB97M-V functional and the def2-TZVPD basis", "charge": 1, "max_force_ev_per_a": 1.74, "gap_ev": [7.84, 5.01], "de_lowest_kj_mol": 0.00, "spin_multiplicity": 6, "homo_ev": [-9.6, -9.8], "s_squared": 8.795, "symbols": ["Pd", "S", "C", "C", "C", "C", "C", "C", "As", "C", "C", "C", "C", "C", "C", "C", "C", "C", "C", "C", "C", "H", "H", "H", "H", "H", "H", "H", "H", "H", "H", "H", "H", "H", "H", "C", "C", "C", "C", "O", "Si", "S", "O", "C", "C", "C", "C", "O", "C", "C", "C", "C", "H", "H", "H", "H", "H", "H", "H", "H", "H", "H", "H", "H", "H", "H", "H", "H", "H", "H", "H", "H", "H", "H", "H", "H", "H", "H", "H", "N", "C", "N", "S", "H", "H", "H", "H", "C", "C", "O", "N", "Te", "C", "C", "C", "C", "C", "C", "C", "C", "C", "C", "C", "C", "C", "C", "C", "C", "C", "C", "H", "H", "H", "H", "H", "H", "H", "H", "H", "H", "H", "H", "H", "H", "H", "H", "H", "H", "H", "H", "H", "H", "H", "H", "H"], "coordinates": [[-0.230, 0.169, 0.721], [-1.221, 2.382, 0.687], [-0.255, 3.515, -0.215], [-0.839, 4.720, -0.605], [-0.081, 5.667, -1.262], [1.258, 5.428, -1.543], [1.840, 4.230, -1.163], [1.100, 3.268, -0.490], [1.827, 1.560, 0.116], [3.532, 1.388, -0.845], [3.470, 1.215, -2.228], [4.619, 0.961, -2.955], [5.837, 0.846, -2.303], [5.907, 1.018, -0.932], [4.761, 1.290, -0.202], [2.381, 2.030, 1.921], [3.106, 1.117, 2.686], [3.333, 1.351, 4.031], [2.849, 2.504, 4.629], [2.160, 3.433, 3.869], [1.927, 3.199, 2.525], [-1.882, 4.896, -0.385], [-0.538, 6.600, -1.553], [1.851, 6.173, -2.051], [2.885, 4.029, -1.371], [2.504, 1.288, -2.726], [4.568, 0.845, -4.028], [6.733, 0.617, -2.859], [6.857, 0.941, -0.425], [4.829, 1.446, 0.867], [3.491, 0.210, 2.226], [3.889, 0.634, 4.619], [3.016, 2.676, 5.682], [1.790, 4.340, 4.326], [1.371, 3.929, 1.946], [-3.090, -0.036, -3.661], [-2.401, 0.790, -2.578], [-3.367, 1.856, -2.064], [-1.126, 1.422, -3.137], [-1.978, -0.038, -1.487], [-2.767, -1.251, -0.743], [-1.119, -1.969, 0.394], [-3.362, -2.450, -1.637], [-2.952, -3.782, -1.968], [-1.607, -3.745, -2.692], [-4.050, -4.328, -2.881], [-2.849, -4.629, -0.698], [-3.899, -0.587, 0.211], [-5.221, -0.955, 0.622], [-5.880, 0.328, 1.140], [-5.112, -2.000, 1.732], [-6.013, -1.503, -0.560], [-3.355, 0.609, -4.495], [-3.990, -0.500, -3.267], [-2.428, -0.822, -4.013], [-3.738, 2.456, -2.891], [-2.872, 2.509, -1.350], [-4.209, 1.377, -1.572], [-1.369, 2.139, -3.916], [-0.483, 0.647, -3.550], [-0.578, 1.938, -2.346], [-1.694, -3.170, -3.612], [-1.286, -4.755, -2.935], [-0.860, -3.279, -2.051], [-4.153, -3.696, -3.760], [-4.999, -4.345, -2.351], [-3.801, -5.336, -3.195], [-2.034, -4.273, -0.072], [-2.664, -5.667, -0.961], [-3.778, -4.568, -0.136], [-5.451, 0.624, 2.093], [-6.945, 0.169, 1.279], [-5.740, 1.132, 0.422], [-4.570, -1.595, 2.584], [-4.574, -2.869, 1.361], [-6.101, -2.308, 2.057], [-6.032, -0.776, -1.369], [-7.032, -1.717, -0.253], [-5.548, -2.409, -0.930], [-1.880, 2.246, 4.445], [-1.642, 1.294, 3.540], [-2.643, 0.799, 2.804], [-0.083, 0.661, 3.371], [-2.796, 2.645, 4.563], [-1.119, 2.614, 4.990], [-3.495, 1.326, 2.670], [-2.391, 0.165, 2.037], [2.344, -2.041, -0.652], [2.298, -2.028, 0.861], [3.101, -2.754, 1.523], [1.464, -1.264, 1.471], [1.925, -1.858, 3.560], [2.458, -1.954, 5.798], [3.786, -1.841, 6.177], [4.932, -1.849, 5.210], [4.080, -1.743, 7.537], [3.086, -1.728, 8.499], [3.408, -1.571, 9.952], [1.766, -1.831, 8.082], [1.437, -1.930, 6.739], [0.002, -2.021, 6.337], [1.025, -3.790, 3.465], [1.859, -4.908, 3.508], [3.332, -4.804, 3.729], [1.303, -6.171, 3.342], [-0.055, -6.353, 3.138], [-0.636, -7.718, 2.944], [-0.868, -5.230, 3.141], [-0.354, -3.950, 3.305], [-1.313, -2.804, 3.356], [3.346, -1.772, -0.985], [1.606, -1.336, -1.053], [2.119, -3.047, -0.999], [4.587, -1.704, 4.181], [5.460, -2.801, 5.271], [5.644, -1.065, 5.466], [5.117, -1.669, 7.833], [4.482, -1.564, 10.115], [2.972, -2.385, 10.527], [2.992, -0.637, 10.326], [0.970, -1.821, 8.814], [-0.642, -1.657, 7.134], [-0.255, -3.061, 6.131], [-0.169, -1.427, 5.438], [3.590, -3.785, 4.017], [3.866, -5.049, 2.811], [3.650, -5.494, 4.509], [1.958, -7.030, 3.366], [0.149, -8.455, 2.800], [-1.303, -7.732, 2.084], [-1.217, -7.999, 3.822], [-1.933, -5.346, 3.006], [-2.110, -2.951, 2.630], [-1.769, -2.730, 4.343], [-0.795, -1.871, 3.123]]}



(3)
{"formula": "CH4N2O", "method": "the ωB97M-V functional and the def2-TZVPD basis", "max_force_ev_per_a": 2.27, "gap_ev": 10.69, "de_lowest_kj_mol": 57.24, "homo_ev": -9.9, "smiles": "NC(N)=O", "symbols": ["N", "C", "N", "O", "H", "H", "H", "H"], "coordinates": [[-0.027, 0.702, -1.012], [-0.462, 0.039, 0.098], [-0.101, -1.227, 0.423], [-1.220, 0.553, 0.920], [0.307, 0.213, -1.827], [-0.581, 1.529, -1.177], [0.657, -1.791, 0.049], [-0.591, -1.168, 1.332]]}



(4)
{"formula": "C39H58FN8O4PS", "method": "the ωB97M-V functional and the def2-TZVPD basis", "max_force_ev_per_a": 5.99, "gap_ev": 7.83, "de_lowest_kj_mol": 74.04, "homo_ev": -7.9, "smiles": "COCCCC[PH2](CCO)S(=O)(=O)F.c1cc[nH]c1.c1cc[nH]c1.c1cc[nH]c1.c1cc[nH]c1.c1cc[nH]c1.c1cc[nH]c1.c1cc[nH]c1.c1cc[nH]c1", "symbols": ["C", "O", "C", "C", "C", "C", "P", "C", "C", "O", "S", "O", "O", "F", "H", "H", "H", "H", "H", "H", "H", "H", "H", "H", "H", "H", "H", "H", "H", "H", "H", "H", "C", "C", "C", "N", "C", "H", "H", "H", "H", "H", "C", "C", "C", "N", "C", "H", "H", "H", "H", "H", "C", "C", "C", "N", "C", "H", "H", "H", "H", "H", "C", "C", "C", "N", "C", "H", "H", "H", "H", "H", "C", "C", "C", "N", "C", "H", "H", "H", "H", "H", "C", "C", "C", "N", "C", "H", "H", "H", "H", "H", "C", "C", "C", "N", "C", "H", "H", "H", "H", "H", "C", "C", "C", "N", "C", "H", "H", "H", "H", "H"], "coordinates": [[10.112, -3.744, 0.312], [9.478, -2.625, -0.320], [8.230, -3.110, -0.829], [7.206, -1.961, -0.946], [6.012, -2.273, -1.901], [4.770, -2.887, -1.195], [5.043, -4.548, -0.387], [5.786, -5.392, -1.898], [6.114, -6.880, -1.509], [7.482, -6.882, -1.053], [4.057, -3.893, 1.527], [2.777, -3.177, 1.270], [3.748, -5.119, 2.311], [5.081, -3.006, 2.466], [11.162, -3.525, 0.530], [9.626, -3.989, 1.276], [9.990, -4.613, -0.357], [8.401, -3.593, -1.804], [7.854, -3.818, -0.067], [7.743, -1.116, -1.409], [6.819, -1.620, 0.024], [6.326, -2.832, -2.795], [5.679, -1.295, -2.289], [3.915, -2.916, -1.888], [4.472, -2.162, -0.415], [3.968, -5.487, -0.453], [6.152, -4.923, 0.417], [5.083, -5.372, -2.749], [6.758, -4.971, -2.190], [6.103, -7.501, -2.410], [5.478, -7.253, -0.693], [7.488, -6.952, -0.103], [-1.234, -1.979, 1.122], [-0.233, -2.984, 1.100], [-0.823, -4.135, 0.645], [-2.144, -3.862, 0.395], [-2.400, -2.548, 0.679], [-1.112, -0.953, 1.425], [0.803, -2.873, 1.385], [-0.421, -5.120, 0.479], [-2.817, -4.522, 0.057], [-3.385, -2.133, 0.544], [2.201, 0.218, 4.573], [2.855, -0.890, 3.975], [4.159, -0.525, 3.755], [4.313, 0.763, 4.195], [3.127, 1.222, 4.699], [1.168, 0.273, 4.877], [2.420, -1.847, 3.733], [4.981, -1.063, 3.328], [5.165, 1.288, 4.154], [3.043, 2.218, 5.100], [0.166, 3.034, 1.463], [-1.082, 3.706, 1.531], [-1.992, 2.825, 2.057], [-1.341, 1.647, 2.304], [-0.025, 1.766, 1.949], [1.098, 3.434, 1.101], [-1.289, 4.720, 1.230], [-3.042, 2.935, 2.274], [-1.764, 0.822, 2.686], [0.660, 0.942, 2.072], [-6.417, 0.475, 2.105], [-5.420, -0.533, 2.082], [-6.013, -1.683, 1.628], [-7.330, -1.408, 1.379], [-7.585, -0.094, 1.662], [-6.291, 1.502, 2.411], [-4.386, -0.429, 2.366], [-5.614, -2.669, 1.462], [-8.004, -2.068, 1.041], [-8.570, 0.320, 1.526], [3.146, -10.228, -4.530], [3.771, -11.356, -5.121], [5.086, -11.030, -5.334], [5.277, -9.747, -4.898], [4.101, -9.253, -4.402], [2.114, -10.142, -4.232], [3.310, -12.299, -5.362], [5.898, -11.597, -5.757], [6.145, -9.248, -4.936], [4.044, -8.253, -4.004], [-5.583, 4.820, -0.868], [-6.823, 5.505, -0.802], [-7.745, 4.633, -0.279], [-7.108, 3.449, -0.033], [-5.790, 3.554, -0.383], [-4.645, 5.210, -1.229], [-7.016, 6.520, -1.102], [-8.794, 4.753, -0.064], [-7.539, 2.626, 0.349], [-5.116, 2.722, -0.260], [-6.153, 9.873, -3.428], [-6.991, 9.626, -4.546], [-7.991, 8.784, -4.130], [-7.784, 8.512, -2.805], [-6.669, 9.174, -2.368], [-5.272, 10.493, -3.403], [-6.875, 10.021, -5.541], [-8.825, 8.357, -4.660], [-8.361, 7.918, -2.241], [-6.341, 9.090, -1.345], [-6.467, 11.780, 1.836], [-5.362, 11.524, 2.689], [-5.134, 10.172, 2.670], [-6.061, 9.602, 1.841], [-6.874, 10.575, 1.325], [-6.911, 12.738, 1.621], [-4.798, 12.249, 3.253], [-4.396, 9.570, 3.172], [-6.133, 8.622, 1.642], [-7.670, 10.327, 0.643]]}